(1)
Computed, not measured: a molecular structure, C33H41CeFN5O2Si, with ωB97M-V with the def2-TZVPD basis set.

The gap between HOMO and LUMO (alpha / beta) comes out at 5.771 / 5.763 eV. As for the energy above the lowest of the compared OMol25 structures with the same formula, charge and spin: 1.064 eV. As for the LUMO energy (alpha / beta): -0.3610 / -0.3612 Ha. The calculation puts the total energy at -2570.06059 Ha.

ORCA input file:
```
! RIJCOSX wB97M-V def2-TZVPD def2/J DEFGRID3
* xyz 3 1
Ce -0.478 0.003 -0.116
C 1.265 -6.469 -3.229
C 1.114 -5.019 -2.912
C 2.059 -4.084 -3.252
C 1.981 -2.726 -2.850
C 3.102 -1.960 -3.233
N 3.684 -0.908 -2.701
C 3.473 -0.379 -1.378
C 4.017 1.048 -1.195
C 2.811 1.977 -1.098
N 3.075 3.357 -0.751
C 2.197 4.274 -0.392
C 0.795 4.303 -0.297
C 0.251 5.555 0.106
C -1.095 5.821 0.148
C -1.614 7.125 0.657
C -1.976 4.842 -0.340
C -1.538 3.582 -0.708
C -2.463 2.607 -1.257
N -2.294 1.336 -1.229
C -3.197 0.508 -2.016
C -3.998 -0.536 -1.216
C -3.184 -1.535 -0.350
N -1.845 -1.756 -0.876
C -1.509 -2.915 -1.304
C -0.233 -3.242 -1.901
C -0.037 -4.567 -2.261
C 0.792 -2.249 -2.167
O 0.618 -1.010 -1.922
C -0.145 3.225 -0.559
O 0.211 2.009 -0.633
H 2.265 -6.705 -3.578
H 0.548 -6.755 -3.996
H 1.062 -7.067 -2.343
H 2.938 -4.407 -3.793
H 3.628 -2.351 -4.099
H 4.507 -0.556 -3.175
H 3.944 -1.057 -0.657
H 2.391 -0.392 -1.192
H 4.668 1.328 -2.026
H 4.606 1.102 -0.278
H 2.166 1.570 -0.308
H 2.264 1.949 -2.048
H 4.043 3.648 -0.808
H 2.657 5.233 -0.173
H 0.938 6.335 0.400
H -0.805 7.734 1.050
H -2.346 6.965 1.447
H -2.108 7.679 -0.139
H -3.032 5.068 -0.384
H -3.332 3.031 -1.775
H -2.570 -0.018 -2.754
H -3.923 1.129 -2.563
H -4.568 -1.099 -1.959
H -4.710 -0.021 -0.568
H -3.741 -2.482 -0.287
H -3.066 -1.124 0.672
H -2.225 -3.747 -1.262
H -0.821 -5.283 -2.053
C -1.452 2.095 2.240
Si -1.071 0.596 3.389
C 0.407 0.965 4.543
C -2.614 0.234 4.447
N -0.645 -0.532 2.144
C -0.173 -1.785 2.414
C -0.589 -2.630 3.462
C -0.048 -3.887 3.624
C 0.923 -4.379 2.759
C 1.376 -3.583 1.722
C 0.831 -2.330 1.602
F 1.353 -1.434 0.597
H -1.937 2.895 2.785
H -2.127 1.803 1.423
H -0.530 2.513 1.832
H 0.171 1.747 5.257
H 1.297 1.272 3.997
H 0.664 0.077 5.112
H -3.055 1.160 4.802
H -2.359 -0.352 5.325
H -3.380 -0.306 3.895
H -1.350 -2.264 4.131
H -0.382 -4.505 4.443
H 1.334 -5.365 2.896
H 2.136 -3.928 1.039
*
```


(2)
Computed, not measured: 2 unconnected molecules or ions with the total composition C3H7IN4, with ωB97M-V with the def2-TZVPD basis set.

The gap between HOMO and LUMO comes out at 8.477 eV. As for the energy above the lowest of the compared OMol25 structures with the same formula, charge and spin: 0.783 eV. As for the LUMO energy: -0.0107 Ha. The calculation puts the total energy at -635.05961 Ha.

ORCA input file:
```
! RIJCOSX wB97M-V def2-TZVPD def2/J DEFGRID3
* xyz 0 1
C -1.788 0.072 -0.474
C 0.765 1.258 -0.229
C 1.404 -1.085 0.115
N 1.571 -3.208 0.798
N -0.810 -0.606 -0.058
N 1.350 -2.029 1.097
N 0.424 -0.101 0.140
I 1.828 -1.932 -1.952
H -2.723 -0.452 -0.565
H -1.774 1.126 -0.744
H 0.021 1.933 0.195
H 1.732 1.498 0.203
H 0.804 1.392 -1.316
H 2.703 -0.308 0.357
H 1.524 -3.804 1.633
*
```


(3)
Computed, not measured: a molecular structure, C36H53BiNP2, with ωB97M-V with the def2-TZVPD basis set.

The gap between HOMO and LUMO (alpha / beta) comes out at 5.164 / 5.263 eV. As for the energy above the lowest of the compared OMol25 structures with the same formula, charge and spin: 0.937 eV. As for the LUMO energy (alpha / beta): -0.1482 / -0.1483 Ha. The calculation puts the total energy at -2355.11206 Ha.

ORCA input file:
```
! RIJCOSX wB97M-V def2-TZVPD def2/J DEFGRID3
* xyz 1 1
Bi 0.756 -1.162 -2.309
C -0.208 -2.695 1.377
C 1.190 -2.946 1.306
C 0.829 -1.389 2.960
C -0.430 -1.737 2.402
C 1.832 -2.139 2.285
C -1.240 -3.289 0.504
H -1.422 -2.671 -0.395
H -2.195 -3.376 1.039
H -0.937 -4.289 0.167
C -1.741 -1.189 2.807
H -2.561 -1.786 2.393
H -1.870 -0.153 2.456
H -1.842 -1.174 3.901
C 1.050 -0.410 4.041
H 0.405 -0.628 4.905
H 0.810 0.617 3.726
H 2.092 -0.428 4.381
C 3.287 -2.064 2.528
H 3.490 -1.856 3.586
H 3.762 -1.265 1.935
H 3.772 -3.010 2.260
C 1.856 -3.855 0.352
H 1.231 -4.737 0.162
H 2.822 -4.188 0.749
H 2.045 -3.368 -0.624
C -1.264 -0.749 -2.646
C -1.539 -1.494 -3.900
C -0.670 -2.583 -4.465
C 0.534 -1.932 -5.221
C 1.394 -1.085 -4.297
C 1.073 0.271 -3.810
C -0.209 1.055 -4.059
C -1.279 0.765 -2.965
H -1.256 -3.177 -5.186
H 0.161 -1.340 -6.073
H -0.323 -3.297 -3.694
H -2.273 1.078 -3.318
H -1.902 -1.026 -1.791
H -1.710 -0.773 -4.714
H -1.068 1.362 -2.063
H 0.036 2.129 -4.030
H 1.953 0.910 -3.675
H -0.606 0.871 -5.071
H 1.152 -2.737 -5.648
H 2.470 -1.255 -4.428
P -3.642 -2.109 -4.493
P 3.812 1.678 0.446
C 1.547 0.444 -0.667
C 2.749 1.247 -1.065
H 1.740 -0.248 0.165
H 0.677 1.073 -0.427
H 3.403 0.707 -1.770
H 2.446 2.203 -1.524
C 4.322 3.380 -0.017
H 4.099 4.027 0.841
H 3.762 3.746 -0.886
H 5.400 3.405 -0.218
C 5.352 0.752 0.034
H 6.194 1.453 -0.014
H 5.258 0.204 -0.911
H 5.528 0.036 0.849
C -4.549 -0.846 -3.530
H -5.399 -1.329 -3.032
H -4.933 -0.117 -4.256
H -3.909 -0.335 -2.802
C -3.788 -3.482 -3.283
H -4.763 -3.420 -2.784
H -2.975 -3.465 -2.545
H -3.737 -4.418 -3.856
C 0.580 4.497 0.032
C -0.458 3.557 0.032
C -0.832 2.920 1.214
C -0.160 3.209 2.438
C 0.898 4.163 2.404
C 1.246 4.807 1.228
N -0.392 2.554 3.611
C -1.582 2.196 4.146
C -1.557 1.456 5.372
C -2.710 0.891 5.888
C -3.941 1.095 5.245
C -4.009 1.896 4.099
C -2.859 2.471 3.570
H 0.866 4.994 -0.898
H -0.994 3.332 -0.893
H -1.642 2.186 1.222
H 1.413 4.365 3.345
H 2.042 5.553 1.236
H -0.587 1.335 5.859
H -2.649 0.290 6.798
H -4.848 0.640 5.649
H -4.967 2.081 3.611
H -2.906 3.120 2.696
*
```


(4)
Computed, not measured: 6 unconnected molecules or ions with the total composition C21H51N2O16S5, with ωB97M-V with the def2-TZVPD basis set.

The gap between HOMO and LUMO comes out at 9.566 eV. As for the LUMO energy: -0.0889 Ha. The calculation puts the total energy at -4134.77736 Ha.

ORCA input file:
```
! RIJCOSX wB97M-V def2-TZVPD def2/J DEFGRID3
* xyz 1 1
O 3.819 5.144 2.168
C 3.180 4.858 0.933
C 3.606 3.472 0.441
C 5.048 3.462 -0.038
N 5.719 2.168 0.211
C 7.064 2.041 0.454
C 7.304 0.711 0.641
N 6.107 0.075 0.504
C 5.156 0.967 0.235
H 4.583 5.706 2.033
H 3.378 5.626 0.190
H 2.122 4.791 1.158
H 3.465 2.813 1.294
H 2.928 3.150 -0.346
H 5.626 4.210 0.491
H 5.112 3.671 -1.100
H 7.769 2.846 0.475
H 8.217 0.193 0.849
H 5.882 -0.908 0.584
H 4.112 0.791 0.066
O 4.243 -3.934 0.835
S 4.942 -4.247 -0.380
O 5.607 -3.179 -1.075
O 3.964 -4.989 -1.361
C 2.682 -4.336 -1.584
C 2.789 -3.162 -2.535
C 6.070 -5.566 -0.107
H 2.258 -4.037 -0.628
H 2.030 -5.096 -2.007
H 3.366 -2.347 -2.099
H 1.792 -2.789 -2.766
H 3.285 -3.459 -3.459
H 5.546 -6.372 0.398
H 6.874 -5.182 0.518
H 6.462 -5.892 -1.066
O 0.095 -1.816 0.292
S -0.527 -3.065 0.625
O -0.326 -4.205 -0.216
O -2.074 -2.835 0.847
C -2.801 -2.141 -0.199
C -3.108 -3.032 -1.384
C -0.122 -3.499 2.281
H -2.246 -1.252 -0.500
H -3.727 -1.807 0.263
H -2.200 -3.311 -1.917
H -3.764 -2.507 -2.077
H -3.594 -3.951 -1.058
H -0.305 -2.644 2.925
H 0.933 -3.768 2.294
H -0.730 -4.350 2.577
O 2.798 -4.002 6.701
S 3.552 -2.789 6.631
O 2.879 -1.528 6.614
O 4.522 -2.872 5.368
C 3.920 -3.226 4.106
C 3.177 -2.057 3.488
C 4.791 -2.775 7.877
H 3.269 -4.091 4.234
H 4.741 -3.528 3.461
H 2.299 -1.793 4.077
H 2.852 -2.314 2.479
H 3.817 -1.174 3.444
H 5.325 -3.721 7.851
H 4.281 -2.651 8.830
H 5.461 -1.939 7.696
O -1.380 2.609 -1.057
S -2.780 2.430 -0.811
O -3.476 1.313 -1.373
O -3.545 3.767 -1.175
C -3.321 4.344 -2.486
C -4.074 3.615 -3.578
C -3.080 2.469 0.922
H -2.251 4.377 -2.690
H -3.671 5.370 -2.402
H -3.678 2.611 -3.731
H -3.991 4.160 -4.517
H -5.129 3.520 -3.322
H -2.585 3.338 1.345
H -2.666 1.553 1.339
H -4.153 2.508 1.090
O -7.936 4.118 -3.816
S -8.603 2.870 -3.592
O -8.399 1.774 -4.485
O -10.157 3.140 -3.430
C -10.821 3.897 -4.467
C -11.103 3.066 -5.702
C -8.299 2.332 -1.944
H -10.231 4.783 -4.705
H -11.752 4.235 -4.017
H -10.182 2.788 -6.212
H -11.721 3.634 -6.397
H -11.622 2.146 -5.434
H -8.494 3.157 -1.265
H -7.254 2.032 -1.894
H -8.945 1.485 -1.730
*
```


(5)
Computed, not measured: 2 unconnected molecules or ions with the total composition C2H7N2S, with ωB97M-V with the def2-TZVPD basis set.

The gap between HOMO and LUMO comes out at 7.013 eV. As for the energy above the lowest of the compared OMol25 structures with the same formula, charge and spin: 2.023 eV. As for the LUMO energy: 0.1552 Ha. The calculation puts the total energy at -588.06144 Ha.

ORCA input file:
```
! RIJCOSX wB97M-V def2-TZVPD def2/J DEFGRID3
* xyz -1 1
C -0.276 0.260 2.022
S 1.413 1.278 1.962
H -0.967 0.735 1.351
H -0.471 0.676 2.991
H -0.305 -0.942 1.920
N 0.858 0.093 -1.230
C -0.121 -0.918 -1.507
N -1.004 -0.839 -2.511
H 0.996 1.099 -1.350
H 1.246 -0.031 -0.247
H -0.105 -1.634 -0.769
H -1.263 0.223 -2.632
*
```


(6)
Computed, not measured: C6H4O in the gas phase, with ωB97M-V with the def2-TZVPD basis set.

The gap between HOMO and LUMO comes out at 10.011 eV. As for the SMILES: C#Cc1ccoc1. As for the energy above the lowest of the compared OMol25 structures with the same formula, charge and spin: 1.913 eV. As for the LUMO energy: 0.0348 Ha. The calculation puts the total energy at -306.14124 Ha.

ORCA input file:
```
! RIJCOSX wB97M-V def2-TZVPD def2/J DEFGRID3
* xyz 0 1
C -2.704 -0.763 0.537
C -1.513 -0.389 0.582
C -0.252 0.009 0.237
C 0.740 -0.611 -0.728
C 1.852 0.147 -0.730
C 0.356 1.119 0.534
H -3.723 -1.139 0.850
H 0.715 -1.652 -1.158
H 2.901 -0.056 -1.033
H -0.010 2.116 0.958
O 1.638 1.218 -0.048
*
```


(7)
Computed, not measured: C4H8NPS in the gas phase, with ωB97M-V with the def2-TZVPD basis set.

The gap between HOMO and LUMO (alpha / beta) comes out at 6.563 / 7.167 eV. As for the energy above the lowest of the compared OMol25 structures with the same formula, charge and spin: 7.066 eV. As for the LUMO energy (alpha / beta): -0.0238 / -0.0219 Ha. The calculation puts the total energy at -951.23086 Ha.

ORCA input file:
```
! RIJCOSX wB97M-V def2-TZVPD def2/J DEFGRID3
* xyz 0 1
C -0.300 -0.026 0.090
C 2.284 0.389 -0.785
C 2.300 -0.668 0.357
C -3.093 -0.147 0.520
N 1.430 1.437 -0.769
P -1.813 0.409 -0.768
S 0.609 -1.390 0.397
H 3.218 0.901 -0.783
H 1.895 -0.207 -1.670
H 2.882 -1.457 0.140
H 2.529 -0.223 1.301
H -4.139 0.269 0.103
H -2.917 0.294 1.520
H -3.002 -1.288 0.650
H -1.884 1.707 -0.304
*
```


(8)
Computed, not measured: C21H25N5O4 in the gas phase, with ωB97M-V with the def2-TZVPD basis set.

The gap between HOMO and LUMO comes out at 7.775 eV. As for the SMILES: CN1CCN(c2ccc([C@@H](CC(N)=O)NC(=O)c3ccccc3)cc2[N+](=O)[O-])CC1. As for the energy above the lowest of the compared OMol25 structures with the same formula, charge and spin: 4.831 eV. As for the LUMO energy: -0.0110 Ha. The calculation puts the total energy at -1389.92004 Ha.

ORCA input file:
```
! RIJCOSX wB97M-V def2-TZVPD def2/J DEFGRID3
* xyz 0 1
C 7.436 0.629 -1.199
N 6.364 -0.031 -0.488
C 5.270 -0.394 -1.366
C 4.213 -1.219 -0.621
N 3.754 -0.484 0.532
C 2.485 -0.025 0.672
C 2.216 1.240 1.237
C 0.952 1.770 1.258
C -0.136 1.085 0.704
C 0.086 -0.177 0.204
C 1.357 -0.757 0.231
N 1.409 -2.154 -0.046
O 2.325 -2.806 0.428
O 0.495 -2.646 -0.686
H -0.721 -0.776 -0.190
C -1.499 1.741 0.666
N -2.570 0.759 0.621
C -3.108 0.153 -0.464
O -2.879 0.463 -1.621
C -4.048 -0.956 -0.124
C -4.949 -0.865 0.933
C -5.814 -1.913 1.193
C -5.779 -3.056 0.412
C -4.888 -3.147 -0.645
C -4.032 -2.097 -0.919
H -3.336 -2.149 -1.743
H -4.863 -4.035 -1.257
H -6.451 -3.874 0.625
H -6.519 -1.836 2.008
H -4.999 0.034 1.531
H -2.781 0.338 1.513
H -1.645 2.316 1.591
C -1.558 2.739 -0.502
C -2.891 3.478 -0.475
O -3.172 4.276 0.394
N -3.705 3.179 -1.505
H -4.634 3.568 -1.511
H -3.522 2.358 -2.063
H -0.760 3.469 -0.358
H -1.413 2.221 -1.447
H 0.794 2.748 1.687
H 3.032 1.827 1.628
C 4.846 -0.082 1.384
H 4.473 0.446 2.260
C 5.863 0.761 0.617
H 6.698 1.019 1.272
H 5.389 1.698 0.268
H 5.349 -0.997 1.718
H 3.391 -1.406 -1.311
H 4.633 -2.179 -0.304
H 5.666 -0.992 -2.189
H 4.782 0.504 -1.793
H 8.246 0.839 -0.503
H 7.808 -0.034 -1.978
H 7.119 1.576 -1.666
*
```


Max |F| (eV/Å)
2.84, 6.10, 8.35, 1.09, 7.56, 6.57, 4.23, 1.43